{
  "formula": "C74H166O28",
  "method": "ωB97M-V with the def2-TZVPD basis set",
  "symbols": ["C", "C", "C", "C", "C", "C", "H", "H", "H", "H", "H", "H", "H", "H", "H", "H", "H", "H", "H", "H", "C", "C", "C", "C", "C", "C", "H", "H", "H", "H", "H", "H", "H", "H", "H", "H", "H", "H", "H", "H", "C", "C", "C", "C", "C", "C", "H", "H", "H", "H", "H", "H", "H", "H", "H", "H", "H", "H", "H", "H", "C", "O", "C", "C", "O", "C", "C", "O", "C", "H", "H", "H", "H", "H", "H", "H", "H", "H", "H", "H", "H", "H", "H", "C", "O", "C", "C", "O", "C", "C", "O", "C", "H", "H", "H", "H", "H", "H", "H", "H", "H", "H", "H", "H", "H", "H", "C", "O", "C", "C", "O", "C", "C", "O", "C", "H", "H", "H", "H", "H", "H", "H", "H", "H", "H", "H", "H", "H", "H", "C", "O", "C", "C", "O", "C", "C", "O", "C", "H", "H", "H", "H", "H", "H", "H", "H", "H", "H", "H", "H", "H", "H", "C", "O", "C", "C", "O", "C", "C", "O", "C", "H", "H", "H", "H", "H", "H", "H", "H", "H", "H", "H", "H", "H", "H", "C", "O", "C", "C", "O", "C", "C", "O", "C", "H", "H", "H", "H", "H", "H", "H", "H", "H", "H", "H", "H", "H", "H", "O", "C", "O", "C", "C", "C", "H", "H", "H", "H", "H", "H", "H", "H", "O", "C", "O", "C", "C", "C", "H", "H", "H", "H", "H", "H", "H", "H", "O", "C", "O", "C", "C", "C", "H", "H", "H", "H", "H", "H", "H", "H", "O", "C", "O", "C", "C", "C", "H", "H", "H", "H", "H", "H", "H", "H", "O", "C", "O", "C", "C", "C", "H", "H", "H", "H", "H", "H", "H", "H"],
  "xyz": [[5.98, -1.22, 0.76], [5.07, -0.49, -0.24], [5.57, -0.71, -1.70], [4.79, 0.03, -2.83], [5.28, -0.15, -4.29], [5.05, -1.59, -4.75], [5.58, -1.05, 1.76], [7.00, -0.90, 0.93], [5.86, -2.27, 0.53], [4.11, -1.00, -0.30], [4.83, 0.49, 0.18], [5.62, -1.76, -2.00], [6.58, -0.30, -1.72], [3.72, -0.15, -2.67], [4.80, 1.09, -2.60], [4.72, 0.53, -4.94], [6.34, 0.06, -4.36], [5.35, -1.78, -5.78], [5.65, -2.28, -4.16], [4.03, -1.91, -4.55], [-0.80, -7.49, 1.55], [-0.24, -6.12, 1.47], [1.23, -6.01, 2.03], [1.84, -4.61, 1.84], [3.24, -4.51, 2.42], [3.26, -4.59, 3.91], [-0.63, -7.85, 2.57], [-0.19, -8.13, 0.91], [-1.87, -7.58, 1.33], [-0.34, -5.82, 0.43], [-0.82, -5.34, 1.96], [1.80, -6.82, 1.56], [1.33, -6.22, 3.10], [2.00, -4.46, 0.77], [1.11, -3.90, 2.23], [3.90, -5.31, 2.08], [3.54, -3.52, 2.09], [4.18, -4.27, 4.37], [2.44, -4.02, 4.35], [3.04, -5.57, 4.34], [-2.14, -1.80, -3.14], [-2.49, -2.50, -4.41], [-3.50, -1.69, -5.26], [-3.82, -2.26, -6.65], [-5.19, -1.80, -7.22], [-5.57, -2.45, -8.50], [-1.31, -2.28, -2.61], [-2.99, -1.83, -2.46], [-1.88, -0.75, -3.26], [-1.58, -2.63, -5.00], [-2.87, -3.51, -4.25], [-3.16, -0.66, -5.37], [-4.42, -1.61, -4.67], [-3.03, -1.90, -7.30], [-3.70, -3.34, -6.73], [-5.91, -2.14, -6.48], [-5.30, -0.72, -7.27], [-5.12, -1.83, -9.27], [-5.17, -3.46, -8.50], [-6.65, -2.56, -8.54], [5.62, 0.49, 12.38], [5.65, -0.12, 11.10], [4.57, 0.15, 10.30], [4.68, -0.72, 8.98], [4.38, -2.09, 9.19], [4.13, -2.89, 8.05], [2.76, -2.75, 7.44], [2.38, -1.48, 7.01], [1.01, -1.31, 6.54], [4.83, 0.07, 13.00], [5.47, 1.56, 12.31], [6.52, 0.36, 12.97], [4.55, 1.20, 10.02], [3.63, -0.01, 10.83], [5.66, -0.64, 8.49], [4.00, -0.27, 8.26], [4.34, -3.91, 8.38], [4.86, -2.69, 7.27], [1.97, -3.14, 8.08], [2.77, -3.43, 6.59], [0.33, -1.42, 7.39], [0.75, -2.02, 5.77], [0.78, -0.31, 6.17], [-0.13, 10.29, 1.85], [0.45, 9.01, 1.65], [0.99, 8.43, 2.85], [1.71, 7.10, 2.52], [2.88, 7.26, 1.72], [2.60, 7.61, 0.31], [3.82, 6.96, -0.51], [3.56, 5.58, -0.61], [4.65, 4.79, -1.19], [-0.57, 10.64, 0.92], [0.55, 11.02, 2.28], [-0.95, 10.15, 2.56], [0.21, 8.25, 3.59], [1.77, 9.10, 3.21], [1.06, 6.34, 2.07], [1.96, 6.57, 3.43], [2.54, 8.69, 0.23], [1.64, 7.14, 0.09], [4.75, 7.11, 0.03], [3.82, 7.39, -1.51], [5.63, 5.27, -1.19], [4.32, 4.62, -2.21], [4.69, 3.83, -0.66], [1.39, 3.10, -2.13], [1.52, 1.80, -1.50], [0.31, 1.24, -1.07], [0.49, -0.13, -0.43], [-0.76, -0.84, -0.46], [-0.80, -2.04, 0.30], [-1.50, -1.83, 1.67], [-0.88, -0.77, 2.36], [-1.47, -0.54, 3.64], [0.51, 3.20, -2.77], [2.24, 3.35, -2.76], [1.25, 3.84, -1.34], [-0.29, 1.04, -1.96], [-0.22, 1.94, -0.41], [0.76, 0.00, 0.62], [1.27, -0.63, -1.02], [0.15, -2.56, 0.35], [-1.41, -2.73, -0.28], [-1.40, -2.78, 2.21], [-2.56, -1.75, 1.46], [-2.48, -0.14, 3.53], [-0.80, 0.23, 4.01], [-1.48, -1.37, 4.35], [-0.61, 7.41, -9.20], [-1.57, 7.01, -8.27], [-2.41, 5.92, -8.74], [-3.62, 5.75, -7.78], [-3.11, 5.36, -6.48], [-2.53, 4.04, -6.33], [-2.20, 3.75, -4.88], [-3.37, 3.46, -4.08], [-3.07, 3.41, -2.64], [0.00, 6.53, -9.38], [-0.03, 8.25, -8.80], [-1.09, 7.67, -10.14], [-1.93, 4.96, -8.88], [-2.87, 6.25, -9.68], [-4.43, 5.12, -8.13], [-4.06, 6.74, -7.66], [-1.59, 3.95, -6.89], [-3.27, 3.31, -6.63], [-1.57, 4.54, -4.47], [-1.62, 2.82, -4.89], [-4.05, 3.22, -2.21], [-2.84, 4.41, -2.27], [-2.30, 2.67, -2.41], [-5.49, -1.05, 4.64], [-4.20, -1.53, 4.94], [-4.10, -2.84, 5.56], [-3.12, -2.75, 6.78], [-3.73, -2.00, 7.81], [-2.85, -1.51, 8.76], [-3.57, -0.79, 9.99], [-4.16, -1.81, 10.76], [-4.72, -1.44, 11.97], [-6.15, -1.02, 5.50], [-5.92, -1.64, 3.83], [-5.44, -0.05, 4.21], [-3.71, -3.56, 4.85], [-5.09, -3.18, 5.87], [-2.14, -2.37, 6.50], [-3.01, -3.74, 7.21], [-2.26, -0.76, 8.23], [-2.12, -2.25, 9.07], [-4.33, -0.11, 9.63], [-2.93, -0.17, 10.62], [-5.21, -2.29, 12.43], [-5.40, -0.62, 11.74], [-3.87, -1.17, 12.60], [1.27, -0.86, -4.59], [0.59, -1.01, -5.82], [0.55, 0.21, -6.55], [-0.35, 0.23, -7.75], [0.02, -0.81, -8.67], [1.30, -0.54, -9.41], [1.83, -1.82, -10.00], [2.86, -1.54, -10.91], [3.46, -2.68, -11.52], [1.34, -1.89, -4.22], [0.68, -0.27, -3.90], [2.22, -0.33, -4.67], [1.60, 0.38, -6.79], [0.24, 0.98, -5.83], [-0.51, 1.22, -8.17], [-1.31, -0.12, -7.37], [2.06, -0.03, -8.82], [1.02, 0.23, -10.13], [0.96, -2.28, -10.47], [2.16, -2.51, -9.23], [4.09, -3.01, -10.70], [4.06, -2.30, -12.35], [2.70, -3.39, -11.85], [-5.14, -5.16, -0.91], [-3.99, -5.11, -0.48], [-3.65, -5.13, 0.82], [-4.73, -5.04, 1.79], [-5.34, -3.62, 1.90], [-2.83, -5.07, -1.46], [-4.32, -5.34, 2.75], [-5.50, -5.79, 1.58], [-5.59, -3.20, 0.92], [-4.69, -2.91, 2.40], [-6.29, -3.66, 2.44], [-3.20, -4.37, -2.21], [-2.67, -6.02, -1.97], [-1.92, -4.65, -1.03], [4.41, -4.79, -0.43], [4.62, -4.39, -1.58], [3.83, -3.49, -2.21], [2.59, -3.14, -1.60], [1.55, -4.17, -1.92], [5.75, -4.91, -2.40], [2.33, -2.17, -2.04], [2.73, -2.98, -0.53], [0.57, -3.93, -1.50], [1.78, -5.02, -1.28], [1.51, -4.51, -2.95], [6.34, -5.62, -1.82], [6.53, -4.20, -2.69], [5.41, -5.41, -3.31], [1.55, 0.96, 3.71], [2.22, 0.41, 2.82], [2.77, 0.99, 1.74], [2.82, 2.39, 1.57], [4.14, 2.93, 2.14], [2.41, -1.11, 2.88], [1.97, 2.94, 1.96], [2.85, 2.43, 0.48], [4.32, 2.60, 3.17], [4.13, 4.01, 2.04], [4.96, 2.59, 1.51], [2.00, -1.44, 3.84], [3.48, -1.33, 2.84], [1.83, -1.66, 2.14], [-5.44, -0.31, 1.35], [-5.55, 0.14, 0.22], [-6.62, 0.65, -0.36], [-7.85, 0.79, 0.27], [-8.62, 2.01, -0.40], [-4.29, 0.19, -0.71], [-7.74, 1.00, 1.33], [-8.42, -0.13, 0.14], [-8.21, 3.01, -0.27], [-9.57, 2.16, 0.10], [-8.90, 1.83, -1.44], [-4.49, -0.01, -1.76], [-3.50, -0.46, -0.32], [-3.73, 1.13, -0.71], [-2.59, 4.67, 0.86], [-1.39, 4.69, 0.70], [-0.51, 3.88, 1.39], [-0.96, 2.94, 2.43], [-0.86, 3.64, 3.82], [-0.72, 5.64, -0.24], [-0.33, 2.07, 2.26], [-1.99, 2.62, 2.28], [-1.00, 2.88, 4.59], [-1.51, 4.52, 3.85], [0.11, 4.10, 3.98], [-1.16, 5.57, -1.24], [0.31, 5.30, -0.31], [-0.71, 6.66, 0.15]],
  "mulliken_charge": [-1.568, 1.847, -0.235, 0.607, -0.886, -0.729, 0.302, 0.405, 0.196, -0.727, -0.541, -0.392, 0.593, -0.505, 0.228, 0.298, 0.459, 0.433, 0.145, 0.098, -1.704, 1.079, -1.447, 2.425, -0.200, -1.606, 0.368, 0.397, 0.426, -0.229, -0.117, 0.353, 0.596, -1.534, -0.146, 0.608, -0.274, 0.489, 0.083, 0.516, 0.094, -0.542, -0.577, -0.502, -0.451, -1.208, -0.635, 0.348, 0.365, 0.217, 0.292, 0.135, 0.486, 0.005, 0.419, 0.330, 0.335, 0.280, 0.304, 0.358, -0.782, -0.296, -0.710, -0.257, -0.331, -0.972, 0.077, -0.265, -0.725, 0.316, 0.311, 0.266, 0.403, 0.350, 0.313, 0.250, 0.377, 0.406, 0.367, 0.028, 0.433, 0.120, 0.239, -0.820, -0.189, -0.837, 0.148, -0.477, 0.133, -0.930, 0.011, -0.705, 0.241, 0.306, 0.311, 0.503, 0.356, -0.285, 0.493, 0.406, -0.153, 0.442, 0.349, 0.516, 0.219, -0.022, -0.023, 0.538, -0.536, 1.463, 1.047, 1.430, -0.227, 0.541, -0.127, -0.046, 0.198, -0.354, -0.107, -0.232, -0.407, -1.070, -1.254, -1.108, 0.373, -0.197, 0.116, -0.060, -0.216, -0.722, -0.291, -0.489, -0.713, -0.330, -0.587, 0.143, -0.450, -0.318, 0.310, 0.225, 0.297, 0.340, 0.478, 0.389, 0.311, 0.266, 0.375, 0.352, -0.183, 0.396, 0.250, -0.094, -0.879, 0.053, -0.473, -0.194, -0.338, -0.378, -0.690, -0.275, -0.739, 0.384, 0.250, 0.181, 0.092, 0.652, -0.126, 0.393, 0.309, 0.336, 0.335, 0.442, 0.223, 0.310, 0.289, -0.489, -0.602, 0.137, -0.399, -0.301, -0.411, -0.430, -0.342, -0.719, 0.100, 0.466, 0.254, 0.240, 0.047, 0.386, -0.116, 0.268, 0.340, 0.285, 0.330, 0.304, 0.236, 0.292, -0.645, 0.434, -0.126, -0.555, -0.533, 0.062, 0.396, 0.343, 0.368, -0.297, 0.528, -0.034, 0.477, -0.483, -0.468, 0.774, -0.305, 2.525, -1.540, -1.327, -1.037, -0.426, -0.104, 0.694, 0.392, 0.367, 0.281, 0.315, -0.721, 0.093, 0.668, 0.854, -1.560, 1.145, -0.021, -0.535, 0.383, 0.325, 0.302, -0.627, 0.327, -0.557, -0.454, 0.223, -0.271, -0.225, -1.257, 0.260, 0.274, 0.308, 0.334, 0.421, 0.299, 0.437, -0.396, -0.037, -0.633, 0.343, 0.384, 0.192, -1.487, 0.646, -0.267, 0.561, 0.333, 0.407, 0.223, 0.116, -0.933, 0.214],
  "lumo_ev": 0.4619,
  "energy_ev": -136748.0953,
  "orbital_gap_ev": 9.780,
  "spin_multiplicity": 1
}